1.
A gas-phase ion, C5H6N (charge +1). Source: the OMol25 dataset; level of theory: wB97M-V/def2-TZVPD.

ORCA input file:
```
! wB97M-V def2-TZVPD RIJCOSX def2/J DEFGRID3
* xyz 1 1
H -2.85 -0.48 1.06
H 1.54 -1.38 1.02
N -1.56 0.46 -0.12
H 3.01 1.20 0.13
C -2.50 -0.32 0.01
H -0.49 2.19 0.32
H -3.28 -0.58 -0.71
C 2.19 0.67 -0.02
C 0.84 0.52 -0.10
C -0.53 1.17 0.10
H 1.94 -1.25 -0.77
C 1.65 -0.73 0.03
*
```

Summary:
- gap between HOMO and LUMO (hartree) = 0.3022
- E_LUMO (eV) = -5.65
- SMILES = C=[N+]=CC1=CC1

***

2.
A molecular structure, C5H6N. Source: the OMol25 dataset; level of theory: wB97M-V/def2-TZVPD.

ORCA input file:
```
! wB97M-V def2-TZVPD RIJCOSX def2/J DEFGRID3
* xyz 1 1
H 2.13 -0.30 0.57
C -0.61 0.05 -0.69
C -1.40 -0.51 0.46
H -2.09 -1.32 0.21
H 0.97 1.52 -1.09
N 0.40 -1.09 -0.62
H -1.84 0.20 1.15
H 0.11 1.82 0.45
C 0.02 -1.15 0.80
C 1.10 -0.18 0.29
C 0.43 1.06 -0.26
H 0.73 -1.78 -1.29
*
```

Summary:
- gap between HOMO and LUMO (spin up / spin down) (hartree) = 0.3387 / 0.3023
- E_LUMO (spin up / spin down) (eV) = -6.14 / -6.57

***

3.
A gas-phase ion, C5H6N (charge +1). Source: the OMol25 dataset; level of theory: wB97M-V/def2-TZVPD.

ORCA input file:
```
! wB97M-V def2-TZVPD RIJCOSX def2/J DEFGRID3
* xyz 1 1
N 1.07 -0.53 0.24
H -2.46 0.53 0.80
C -1.60 0.22 0.25
H 1.18 -0.56 1.27
C -1.16 -1.00 -0.02
C 0.66 0.87 -0.14
C 0.04 -1.46 -0.29
H 1.49 1.54 -0.29
H 0.36 -2.29 -0.89
H 1.98 -0.75 -0.17
H -0.93 2.21 -0.51
C -0.62 1.21 -0.25
*
```

Summary:
- gap between HOMO and LUMO (hartree) = 0.3166
- E_LUMO (eV) = -5.56
- SMILES = C1=CC=C[NH2+]C=1

***

4.
A molecular structure, C5H6N. Source: the OMol25 dataset; level of theory: wB97M-V/def2-TZVPD.

ORCA input file:
```
! wB97M-V def2-TZVPD RIJCOSX def2/J DEFGRID3
* xyz 1 1
C 0.99 0.47 0.10
N -0.55 -1.48 0.00
C -0.24 1.13 0.00
H 1.37 -1.36 -1.09
C -1.29 -0.61 0.00
H 1.03 0.86 1.15
H 1.81 0.96 -0.56
C -1.65 0.77 0.00
C 1.12 -1.14 -0.09
H 1.62 -1.80 0.59
H -1.99 0.95 -0.96
H -2.23 1.25 0.85
*
```

Summary:
- gap between HOMO and LUMO (hartree) = 0.3031
- E_LUMO (eV) = -5.60

***

Looking at largest force on an atom for the records above, in order, we have 0.139 0.058 0.023 0.099 hartree/bohr.
Looking at energy above the lowest of the compared OMol25 structures with the same formula, charge and spin for the records above, in order, we have 118.3 151.4 88.1 150.6 kcal per mole.
Looking at total energy for the records above, in order, we have -6760.0465 -6758.6123 -6761.3581 -6758.6482 eV.